C31H46BrN5O31S8 | the ωB97M-V functional and the def2-TZVPD basis

Output
Energy, Eh: -9573.53232
Net charge: 0
E_HOMO, eV: -8.2
SMILES: CC(C)Cc1cc2nc(CON=O)c(CCSc3nnco3)nc2cc1Br.O=S1(=O)OCCO1.O=S1(=O)OCCO1.O=S1(=O)OCCO1.O=S1(=O)OCCO1.O=S1(=O)OCCO1.O=S1(=O)OCCO1.O=S1(=O)OCCO1

Each line ends with the Löwdin charge.
Element x y z (Å)
C (4.23, -0.75, 2.83)  -0.1133
C (3.81, 0.21, 1.54)  -0.3700
C (5.06, 1.10, 0.97)  -0.1057
C (3.06, -0.71, 0.36)  -0.1534
C (1.65, -1.28, 1.05)  -0.1529
C (0.40, -0.21, 1.13)  0.0549
C (-1.08, -0.55, 1.82)  -0.1317
N (-2.07, 0.58, 1.84)  0.1027
C (-3.31, 0.08, 2.53)  -0.0755
C (-4.55, 1.19, 2.72)  -0.1080
O (-4.85, 1.45, 4.14)  -0.1740
N (-4.47, 2.74, 4.35)  -0.0333
O (-3.29, 2.77, 4.75)  0.0373
C (-3.59, -1.41, 3.12)  -0.1365
C (-5.03, -1.79, 3.87)  -0.1875
C (-6.33, -1.70, 2.88)  -0.4583
S (-5.93, -1.87, 1.04)  0.8681
C (-7.00, -0.51, 0.24)  -0.4088
N (-8.44, -0.10, 0.55)  -0.0468
N (-8.88, 0.99, -0.23)  -0.0039
C (-7.65, 1.28, -1.08)  -0.0073
O (-6.48, 0.39, -0.82)  -0.2486
N (-2.55, -2.49, 3.06)  0.0793
C (-1.27, -2.05, 2.42)  -0.1385
C (-0.02, -3.15, 2.34)  -0.0062
C (1.46, -2.80, 1.65)  -0.5148
Br (3.00, -4.09, 1.56)  0.5901
H (4.76, -1.76, 2.47)  0.0591
H (3.22, -1.04, 3.36)  0.0763
H (4.96, -0.19, 3.58)  0.0892
H (2.98, 0.98, 1.91)  0.1110
H (6.03, 0.49, 0.73)  0.0829
H (5.33, 1.90, 1.82)  0.1002
H (4.79, 1.74, 0.00)  0.0660
H (2.83, 0.05, -0.52)  0.1225
H (3.77, -1.57, -0.01)  0.1010
H (0.56, 0.88, 0.67)  0.0871
H (-4.18, 2.22, 2.25)  0.1373
H (-5.53, 0.88, 2.16)  0.1079
H (-4.91, -2.89, 4.32)  0.1269
H (-5.12, -1.08, 4.82)  0.1151
H (-6.82, -0.63, 3.07)  0.0939
H (-7.18, -2.47, 3.21)  0.1049
H (-7.50, 2.15, -1.88)  0.1553
H (-0.12, -4.25, 2.80)  0.1031
O (-4.90, 0.41, -1.71)  -0.2508
S (-4.98, -0.64, -2.71)  0.6977
O (-6.19, -0.96, -3.42)  -0.2220
O (-4.36, -2.00, -2.07)  -0.2178
C (-3.26, -2.45, -2.87)  -0.1664
C (-2.68, -1.18, -3.49)  -0.1703
O (-3.80, -0.37, -3.81)  -0.1903
H (-3.65, -3.13, -3.63)  0.1306
H (-2.53, -2.98, -2.25)  0.1441
H (-2.09, -1.40, -4.39)  0.1360
H (-2.06, -0.64, -2.78)  0.1342
O (6.84, 1.25, -1.52)  -0.2434
S (6.48, 2.56, -2.02)  0.6664
O (6.11, 3.66, -1.16)  -0.2340
O (5.32, 2.37, -3.16)  -0.1943
C (5.77, 2.91, -4.39)  -0.1706
C (7.30, 2.78, -4.37)  -0.1779
O (7.67, 3.06, -3.02)  -0.2334
H (5.47, 3.96, -4.43)  0.1329
H (5.33, 2.37, -5.23)  0.1193
H (7.78, 3.48, -5.06)  0.1385
H (7.61, 1.76, -4.60)  0.1122
O (-3.49, -7.47, -1.61)  -0.2368
S (-4.65, -7.45, -2.47)  0.6773
O (-4.78, -8.26, -3.65)  -0.2347
O (-4.95, -5.89, -2.87)  -0.2070
C (-6.26, -5.53, -2.45)  -0.1695
C (-6.55, -6.41, -1.23)  -0.1718
O (-5.98, -7.68, -1.54)  -0.1929
H (-6.96, -5.75, -3.27)  0.1350
H (-6.31, -4.47, -2.21)  0.1309
H (-7.62, -6.51, -1.04)  0.1385
H (-6.06, -6.02, -0.34)  0.1332
O (9.73, 4.81, -3.31)  -0.2318
S (10.70, 3.76, -3.08)  0.6798
O (10.55, 2.43, -3.61)  -0.2247
O (10.96, 3.66, -1.48)  -0.1855
C (12.35, 3.88, -1.21)  -0.1729
C (12.84, 4.79, -2.33)  -0.1774
O (12.17, 4.33, -3.51)  -0.1941
H (12.86, 2.92, -1.23)  0.1333
H (12.48, 4.34, -0.23)  0.1372
H (13.92, 4.74, -2.47)  0.1362
H (12.55, 5.83, -2.16)  0.1326
O (6.45, -0.14, -5.34)  -0.2294
S (5.92, -0.77, -6.53)  0.6893
O (6.73, -1.11, -7.67)  -0.2252
O (4.65, 0.12, -7.04)  -0.2018
C (3.48, -0.70, -7.07)  -0.1730
C (3.70, -1.76, -6.00)  -0.1734
O (5.08, -2.09, -6.07)  -0.1866
H (3.41, -1.15, -8.07)  0.1334
H (2.59, -0.10, -6.88)  0.1366
H (3.08, -2.65, -6.16)  0.1377
H (3.50, -1.36, -5.00)  0.1344
O (2.81, 3.73, 2.40)  -0.2304
S (1.65, 3.76, 1.54)  0.6658
O (1.52, 2.94, 0.36)  -0.2561
O (1.35, 5.31, 1.14)  -0.1902
C (0.04, 5.67, 1.56)  -0.1724
C (-0.25, 4.79, 2.78)  -0.1718
O (0.32, 3.52, 2.47)  -0.1999
H (-0.66, 5.45, 0.74)  0.1327
H (-0.01, 6.73, 1.80)  0.1368
H (-1.32, 4.69, 2.97)  0.1326
H (0.24, 5.18, 3.67)  0.1348
O (-5.59, -2.04, 8.13)  -0.2259
S (-6.75, -2.01, 7.27)  0.6709
O (-6.88, -2.83, 6.09)  -0.2460
O (-7.05, -0.46, 6.87)  -0.2049
C (-8.36, -0.10, 7.29)  -0.1708
C (-8.65, -0.97, 8.50)  -0.1737
O (-8.08, -2.24, 8.20)  -0.1908
H (-9.06, -0.31, 6.47)  0.1343
H (-8.41, 0.97, 7.53)  0.1384
H (-9.72, -1.08, 8.70)  0.1381
H (-8.16, -0.58, 9.40)  0.1340

CH5BrN2 | the ωB97M-V functional and the def2-TZVPD basis

Output
Energy, Eh: -2724.48407
ΔE to the lowest compared entry with this formula, charge and spin, kJ/mol: 190.3
Net charge: 0
E_HOMO (spin up / spin down), eV: -9.8 / -7.0

Each line ends with the natural charge from an NBO analysis.
Element x y z (Å)
C (-0.37, -0.14, 1.48)  -0.4759
N (-0.04, -0.36, -0.84)  -0.5851
N (-0.73, -0.76, 0.19)  -0.2348
Br (2.36, 1.40, -3.85)  -0.0327
H (0.12, -0.82, 2.15)  0.2066
H (0.25, 0.73, 1.35)  0.1674
H (-1.43, 0.10, 1.92)  0.2117
H (-0.59, -0.73, -1.60)  0.3918
H (0.44, 0.58, -0.80)  0.3509

C6H19O2PSTl | the ωB97M-V functional and the def2-TZVPD basis

Output
Energy, Eh: -1302.16107
ΔE to the lowest compared entry with this formula, charge and spin, kJ/mol: 0.0
Net charge: +1
E_HOMO, eV: -11.1

Each line ends with the natural charge from an NBO analysis.
Element x y z (Å)
Tl (-1.02, 0.51, 1.39)  0.8470
H (0.47, 2.45, 0.44)  -0.0188
H (0.18, 2.60, -0.26)  0.0326
P (-0.47, -0.38, -2.49)  0.7699
C (0.77, -1.28, -3.51)  -0.9423
H (0.43, -1.40, -4.54)  0.2386
H (1.71, -0.72, -3.48)  0.2367
H (0.91, -2.26, -3.04)  0.2360
C (-2.02, -1.20, -3.06)  -0.9407
H (-2.88, -0.65, -2.68)  0.2276
H (-2.10, -1.28, -4.15)  0.2298
H (-2.05, -2.21, -2.63)  0.2310
C (-0.61, 1.24, -3.38)  -0.9373
H (0.35, 1.77, -3.26)  0.2335
H (-0.83, 1.12, -4.44)  0.2328
H (-1.41, 1.81, -2.88)  0.2279
C (1.78, -0.55, -0.51)  0.5238
O (2.71, -0.78, 0.14)  -0.4923
H (-2.75, -0.13, -0.26)  0.0064
H (-2.31, -0.77, -0.22)  -0.0010
C (0.97, 1.35, 5.07)  -0.8233
S (1.71, 0.46, 3.70)  1.2712
C (0.88, -1.14, 3.87)  -0.8088
O (1.01, 1.11, 2.49)  -1.0890
H (1.53, 1.19, 6.02)  0.2638
H (-0.09, 1.02, 5.17)  0.2347
H (0.98, 2.42, 4.79)  0.2722
H (-0.20, -0.95, 3.99)  0.2235
H (1.08, -1.73, 2.97)  0.2541
H (1.28, -1.62, 4.75)  0.2605

C30H30N2O8OsSSb | the ωB97M-V functional and the def2-TZVPD basis

Output
Energy, Eh: -2601.20524
<S²>: 6.03
ΔE to the lowest compared entry with this formula, charge and spin, kJ/mol: 0.0
Net charge: +1
Multiplicity: 5
E_HOMO (spin up / spin down), eV: -10.5 / -11.9

Each line ends with the Löwdin charge.
Element x y z (Å)
Os (0.87, -1.11, 0.86)  1.3594
O (-0.25, -2.80, 0.29)  -0.2317
C (-0.96, -3.45, 1.35)  -0.1502
C (0.00, -3.50, 2.54)  -0.1218
N (0.70, -2.18, 2.66)  -0.3014
C (2.14, -2.46, 3.12)  -0.0401
C (3.00, -2.77, 1.84)  -0.5070
O (4.23, -2.83, 1.82)  0.0912
O (2.24, -2.78, 0.68)  -0.2610
C (0.18, -1.28, 3.68)  -0.0861
C (0.74, 0.15, 3.29)  -0.5542
O (0.53, 1.08, 4.06)  0.0801
O (1.68, 0.10, 2.31)  -0.2595
H (-0.09, -3.27, -0.52)  0.1358
H (-1.88, -2.91, 1.52)  0.1236
H (-1.21, -4.47, 1.04)  0.1497
H (-0.57, -3.74, 3.48)  0.1606
H (0.69, -4.34, 2.41)  0.1418
H (2.56, -1.60, 3.62)  0.1271
H (2.28, -3.36, 3.75)  0.1493
H (-0.89, -1.24, 3.66)  0.1195
H (0.47, -1.53, 4.72)  0.1594
C (-5.14, 0.51, 2.97)  -0.0899
C (-5.08, -0.10, 1.75)  -0.0713
C (-3.86, -0.02, 0.98)  -0.1291
C (-2.72, 0.63, 1.51)  -0.3110
C (-2.81, 1.15, 2.78)  -0.1296
C (-4.01, 1.11, 3.50)  -0.0664
Sb (-0.87, 0.58, 0.26)  1.4949
C (-1.81, 0.45, -1.72)  -0.3611
C (-2.98, 1.15, -2.05)  -0.1079
C (-3.32, 1.25, -3.42)  -0.0800
C (-2.58, 0.66, -4.41)  -0.0885
C (-1.49, -0.15, -4.06)  -0.0524
C (-1.11, -0.22, -2.70)  -0.1513
C (-0.52, 2.69, 0.54)  -0.3405
C (-0.37, 3.32, 1.78)  -0.1121
C (-0.36, 4.71, 1.76)  -0.0771
C (-0.19, 5.48, 0.60)  -0.0445
C (-0.37, 4.80, -0.62)  -0.0706
C (-0.48, 3.42, -0.64)  -0.1536
H (-6.11, 0.49, 3.54)  0.1285
H (-5.88, -0.72, 1.29)  0.1174
H (-3.85, -0.61, 0.08)  0.0843
H (-1.94, 1.65, 3.24)  0.0919
H (-3.98, 1.55, 4.48)  0.1081
H (-3.60, 1.66, -1.28)  0.1170
H (-4.29, 1.79, -3.71)  0.1397
H (-2.80, 0.78, -5.47)  0.1195
H (-0.96, -0.76, -4.83)  0.1212
H (-0.22, -0.74, -2.44)  0.0584
H (-0.26, 2.79, 2.71)  0.0694
H (-0.38, 5.24, 2.74)  0.1271
H (-0.11, 6.56, 0.67)  0.1089
H (-0.39, 5.34, -1.57)  0.1093
H (-0.48, 2.93, -1.60)  0.0834
N (2.60, -0.20, 0.07)  -0.0670
C (2.82, -0.32, -1.38)  -0.2600
C (3.01, 0.81, -2.19)  0.0186
C (3.49, 0.64, -3.50)  -0.0194
C (3.74, -0.63, -3.92)  -0.2222
C (3.37, -1.78, -3.18)  0.0144
C (2.93, -1.59, -1.88)  -0.0173
S (4.43, -0.94, -5.57)  0.5287
O (5.37, 0.04, -6.04)  -0.2576
O (5.09, -2.20, -5.15)  -0.2977
O (3.15, -1.13, -6.28)  -0.1219
H (2.67, 0.75, 0.42)  0.1153
H (3.36, -0.65, 0.60)  0.1194
H (2.89, 1.87, -1.81)  0.1437
H (3.75, 1.48, -4.18)  0.1465
H (3.47, -2.78, -3.65)  0.1460
H (2.70, -2.43, -1.22)  0.1038